1) A cluster of 2 separate species, C2H7N4O in total, computed with wB97M-V/def2-TZVPD.

Bonds (Å) are listed after each position.
Cartesian coordinates (Å):
1 C -0.723 -1.311 0.935  N4 1.309, N6 1.304, H8 1.105
2 C 0.230 1.579 -2.061  N3 1.212, O7 1.149
3 N -0.412 1.828 -1.063  C2 1.212, H10 0.983
4 N 0.577 -1.172 0.987  C1 1.309, N5 1.447, H11 0.993
5 N 1.321 -0.277 0.126  N4 1.447, H9 1.028, H12 1.018
6 N -1.510 -0.372 0.489  C1 1.304, H13 1.040, H14 1.099
7 O 0.882 1.219 -2.936  C2 1.149
8 H -0.953 -2.222 1.516  C1 1.105
9 H 1.483 0.581 0.669  N5 1.028
10 H -0.281 2.596 -0.463  N3 0.983
11 H 0.878 -2.023 1.400  N4 0.993
12 H 2.296 -0.537 -0.006  N5 1.018
13 H -2.548 -0.431 0.464  N6 1.040
14 H -1.240 0.544 -0.057  N6 1.099

## Properties
net charge: +1
Kohn-Sham gap: 11.31 eV
LUMO: -3.448 eV
2S+1: 1

Atom charges from the Mulliken analysis, given in e for atoms 1 to 2: 0.1878 0.6173


2) A cluster of 2 separate species, C2H7N4O in total, computed with wB97M-V/def2-TZVPD.

Bonds (Å) are listed after each position.
Cartesian coordinates (Å):
1 C -2.611 -0.332 0.019  C2 1.585, N3 1.237, N4 1.322
2 C -2.340 1.229 0.049  C1 1.585, O7 1.420, H8 1.080, H9 1.044
3 N -3.734 -0.837 0.136  C1 1.237, H10 0.976
4 N -1.426 -0.889 -0.159  C1 1.322, N6 1.255
5 N 2.539 -0.150 0.262  H11 0.972, H12 1.031, H13 1.059, H14 1.001
6 N -0.482 -0.061 -0.121  N4 1.255, O7 1.320
7 O -0.921 1.176 0.016  C2 1.420, N6 1.320
8 H -2.807 1.736 -0.783  C2 1.080
9 H -2.625 1.570 0.994  C2 1.044
10 H -3.713 -1.807 0.034  N3 0.976
11 H 3.045 -0.474 1.026  N5 0.972
12 H 2.702 0.838 0.507  N5 1.031
13 H 1.509 -0.167 0.508  N5 1.059
14 H 2.772 -0.656 -0.570  N5 1.001

## Properties
net charge: +1
Kohn-Sham gap: 9.68 eV
LUMO: -4.214 eV
2S+1: 1

Atom charges from the Mulliken analysis, given in e for atoms 1 to 2: 0.4025 -0.2070


3) The ion C2H7N4O with charge +1, computed with wB97M-V/def2-TZVPD.

Bonds (Å) are listed after each position.
Cartesian coordinates (Å):
1 C 0.121 -0.756 -0.079  C2 1.353, N3 1.457, N5 1.346
2 C 0.778 0.348 0.347  C1 1.353, N4 1.458, O7 1.724
3 N -1.300 -0.439 -0.014  C1 1.457, N6 1.420, H8 1.032
4 N -0.130 1.487 0.408  C2 1.458, N6 1.395, H9 0.980
5 N 0.424 -2.067 -0.026  C1 1.346, H10 0.990, H11 1.031
6 N -1.224 0.955 -0.275  N3 1.420, N4 1.395, H12 1.054, H13 1.016
7 O 2.334 0.506 -0.378  C2 1.724, H14 0.976
8 H -1.833 -0.695 0.831  N3 1.032
9 H 0.145 2.372 0.726  N4 0.980
10 H -0.360 -2.670 -0.038  N5 0.990
11 H 1.296 -2.450 -0.422  N5 1.031
12 H -0.947 0.912 -1.291  N6 1.054
13 H -2.057 1.526 -0.161  N6 1.016
14 H 2.754 0.969 0.371  O7 0.976

## Properties
net charge: +1
Kohn-Sham gap: 8.61 eV
SMILES: NC1=C(O)N[NH2+]N1
LUMO: -4.009 eV
2S+1: 1

Atom charges from the Mulliken analysis, given in e for atoms 1 to 2: 0.0579 0.1649


4) The ion C2H7N4O with charge +1, computed with wB97M-V/def2-TZVPD.

Bonds (Å) are listed after each position.
Cartesian coordinates (Å):
1 C -1.008 -1.059 -0.398  C2 1.536, N3 1.249, N4 1.309
2 C 0.390 -1.176 -1.023  C1 1.536, O7 1.433, H8 1.059, H9 1.105
3 N -1.908 -1.804 -0.840  C1 1.249, H10 0.952
4 N -1.034 -0.334 0.691  C1 1.309, H11 0.985
5 N 0.850 1.917 0.557  N6 1.322, H12 1.091, H13 1.010
6 N 0.872 0.598 0.474  N5 1.322, O7 1.402, H14 1.048
7 O 0.927 0.142 -0.850  C2 1.433, N6 1.402
8 H 1.080 -1.766 -0.480  C2 1.059
9 H 0.472 -1.448 -2.091  C2 1.105
10 H -2.749 -1.624 -0.432  N3 0.952
11 H -1.773 0.203 1.060  N4 0.985
12 H 1.559 2.466 1.178  N5 1.091
13 H 0.766 2.507 -0.259  N5 1.010
14 H 1.528 0.022 1.054  N6 1.048

## Properties
net charge: +1
Kohn-Sham gap (alpha / beta): 7.56 / 8.32 eV
LUMO (alpha / beta): -6.195 / -6.210 eV
2S+1: 1

Atom charges from the Mulliken analysis, given in e for atoms 1 to 2: 0.5199 -0.2609


What should be chosen as the least stable of them? Choose 4).


1) A cluster of 2 separate species, CNO4S in total, computed with wB97M-V/def2-TZVPD.

Bonds (Å) are listed after each position.
Cartesian coordinates (Å):
1 C -2.134 -0.058 0.172  O3 1.162, O5 1.174, S7 2.110
2 N 2.196 0.532 0.244  O4 1.157, O6 1.209
3 O -2.984 -0.331 -0.572  C1 1.162
4 O 2.730 1.552 0.356  N2 1.157
5 O -1.855 0.057 1.307  C1 1.174
6 O 2.344 -0.357 1.051  N2 1.209
7 S -0.449 0.462 -0.986  C1 2.110

## Properties
net charge: -1
Kohn-Sham gap (alpha / beta): 5.63 / 5.83 eV
LUMO (alpha / beta): 1.069 / 1.099 eV
2S+1: 1

Atom charges from the Mulliken analysis, given in e for atoms 1 to 2: 0.6275 0.4488


2) A cluster of 2 separate species, CNO4S in total, computed with wB97M-V/def2-TZVPD.

Bonds (Å) are listed after each position.
Cartesian coordinates (Å):
1 C 1.563 -0.484 -0.237  O3 1.165, S7 1.519
2 N -1.316 0.347 0.137  O4 1.175, O5 1.216, O6 1.324
3 O 1.481 -1.555 -0.687  C1 1.165
4 O -2.298 0.911 -0.178  N2 1.175
5 O -1.170 -0.323 1.141  N2 1.216
6 O -0.319 0.392 -0.733  N2 1.324
7 S 2.060 0.712 0.557  C1 1.519

## Properties
net charge: -1
Kohn-Sham gap: 8.04 eV
LUMO: 3.424 eV
2S+1: 1

Atom charges from the Mulliken analysis, given in e for atoms 1 to 2: 0.7177 1.0680


What should be chosen as the least stable of them? Choose 1).